Entry from the Open Molecules 2025 dataset: a cluster of 3 separate species, C26H39N2O3 in total at a distorted geometry (ωB97M-V/def2-TZVPD).

CARTESIAN COORDINATES (ANGSTROEM)
C 0.406 -2.210 -0.748
O 1.122 -1.071 -0.270
C 0.364 0.085 0.001
C 0.623 1.157 -1.069
C -0.571 1.789 -1.819
C -1.605 0.746 -2.225
C -2.677 1.188 -3.254
C -4.015 1.576 -2.618
C -2.203 2.271 -4.221
C -1.160 2.990 -1.045
C -0.761 2.972 0.423
N -1.340 4.089 1.193
C -2.530 3.996 1.473
O -3.639 3.910 1.735
C 0.749 2.979 0.626
N 1.439 2.293 -0.512
C 2.855 1.916 -0.185
C 3.775 2.221 -1.353
O 3.889 3.630 -1.535
H 0.491 -3.022 -0.025
H -0.634 -1.995 -0.990
H 0.900 -2.557 -1.659
H 0.714 0.450 0.970
H -0.697 -0.135 0.125
H 1.239 0.682 -1.835
H -0.126 2.212 -2.726
H -2.141 0.436 -1.320
H -1.104 -0.151 -2.600
H -2.892 0.308 -3.868
H -4.759 1.684 -3.411
H -4.389 0.788 -1.961
H -3.986 2.531 -2.094
H -2.936 2.438 -5.010
H -1.978 3.215 -3.720
H -1.282 1.956 -4.724
H -2.245 3.005 -1.101
H -0.807 3.929 -1.486
H -1.125 2.035 0.849
H 0.991 2.418 1.530
H 1.169 3.975 0.766
H 1.514 2.982 -1.265
H 2.903 0.848 0.028
H 3.169 2.506 0.674
H 4.761 1.819 -1.123
H 3.417 1.751 -2.274
H 3.437 3.902 -2.340
C -0.974 -0.229 3.551
C -1.719 0.896 3.221
C -2.964 0.757 2.617
C -3.468 -0.511 2.356
C -2.722 -1.636 2.685
C -1.474 -1.495 3.279
H -0.008 -0.120 4.029
H -1.332 1.885 3.447
H -3.551 1.628 2.372
H -4.442 -0.622 1.897
H -3.115 -2.624 2.484
H -0.896 -2.373 3.538
C 3.217 -7.211 1.927
C 3.478 -6.338 2.974
C 3.458 -4.967 2.757
C 3.170 -4.471 1.494
C 2.907 -5.344 0.448
C 2.933 -6.715 0.662
H 3.237 -8.280 2.096
H 3.699 -6.727 3.959
H 3.668 -4.288 3.573
H 3.153 -3.400 1.323
H 2.683 -4.957 -0.539
H 2.733 -7.396 -0.154

Force components x, y, z for each atom (eV/Å):
C 0.5309 -0.3195 -0.3005
O -0.2619 0.0994 -0.0558
C 0.3839 -0.0377 0.3422
C -0.4355 -0.2507 -0.5366
C 0.1194 0.3165 -0.0010
C -0.3217 -0.0494 0.2419
C -0.1433 0.1257 -0.1190
C -0.1247 -0.1387 -0.3562
C 0.4763 -0.2836 -0.1308
C 0.2809 0.3659 0.0630
C -0.1672 -0.1264 0.1877
N -0.2148 -0.3376 -0.1705
C 1.6572 0.0187 -0.4775
O -1.4273 0.2444 0.4459
C 0.0052 -0.1421 0.5787
N 0.2668 0.2672 -0.0788
C 0.3454 -0.1557 -0.1784
C -0.0651 0.3483 -0.2113
O -0.4025 -0.1431 0.1346
H -0.2361 0.1156 0.1197
H -0.0492 0.0725 0.2006
H -0.0669 0.0682 -0.0268
H -0.1361 -0.0059 0.0754
H -0.0293 -0.0341 -0.1013
H 0.1476 -0.0198 0.1660
H -0.0620 -0.1465 -0.0759
H 0.0432 -0.0984 -0.0282
H 0.1489 0.0825 -0.0322
H 0.0629 -0.0420 0.0795
H 0.0208 0.0632 0.0412
H 0.0957 0.1246 0.1503
H 0.0302 -0.0433 0.1420
H -0.0713 0.1209 0.1403
H -0.2139 0.0648 -0.0185
H -0.0400 0.0231 -0.0047
H -0.0286 -0.0385 -0.0704
H -0.1253 0.0155 0.0106
H -0.0683 -0.0730 0.0467
H 0.0486 0.0563 -0.0526
H -0.0835 0.0461 -0.3548
H -0.0618 0.0740 0.0672
H -0.1970 0.0488 0.2154
H -0.0127 -0.0795 0.0496
H -0.0050 -0.0133 -0.0317
H 0.0620 -0.1637 0.0711
H 0.2734 0.0051 -0.0689
C 0.0435 0.0340 -0.0539
C 0.0255 0.0311 -0.0515
C 0.0699 -0.1162 0.0358
C 0.0843 -0.0149 -0.0799
C 0.0176 0.0153 -0.0351
C 0.0069 -0.0238 -0.0268
H -0.0188 -0.0046 0.0236
H -0.0301 -0.0023 0.0447
H -0.0868 0.0212 0.0339
H -0.0177 -0.0014 0.0219
H -0.0053 -0.0034 0.0069
H -0.0063 -0.0011 0.0111
C -0.0022 0.0003 -0.0028
C 0.0042 0.0014 0.0050
C -0.0183 0.0030 0.0029
C -0.0211 0.0295 -0.0050
C -0.0198 0.0299 -0.0231
C -0.0126 -0.0050 0.0119
H 0.0021 -0.0052 0.0017
H 0.0093 -0.0028 0.0025
H 0.0003 -0.0015 0.0057
H 0.0081 0.0020 -0.0033
H 0.0199 -0.0074 -0.0118
H -0.0014 -0.0031 -0.0019

Its total charge is +1. As for the energy relative to the best compared isomer or geometry (same formula, charge and spin): 0.000 eV. As for the HOMO energy: -0.40954 Ha. As for the LUMO energy: -2.8 eV.